The following is a DFT calculation (the ωB97M-V functional and the def2-TZVPD basis) of 9 unconnected molecules or ions with the total composition C41H98Br3N6O2 in a non-equilibrium geometry.

Summary:
HOMO-LUMO gap (eV): 6.8
Calculated total energy (eV): -267245.2580
HOMO level (eV): -12.61
Molecular weight (g mol⁻¹): 947.0
Net charge: +3

Element x y z (Å)
C  15.4146  16.3255  8.9462
C  14.6962  15.0134  8.6932
C  15.2211  14.2823  7.4847
O  14.4897  13.1179  7.2930
C  15.0876  12.1562  6.4572
N  14.6101  14.1218  10.0043
H  13.9841  14.5066  10.6972
H  14.2885  13.1849  9.8070
H  15.4880  14.2082  10.4962
H  16.3988  16.0812  9.3458
H  14.8071  16.8641  9.6736
H  15.4833  16.8799  8.0103
H  13.6463  15.2041  8.4708
H  16.2812  14.0546  7.5962
H  15.1895  14.8867  6.5781
H  15.6168  12.6567  5.6463
H  14.4335  11.3561  6.1104
H  15.9518  11.6439  6.8801
C  20.2366  10.1496  14.3650
C  19.6378  9.8997  12.9831
C  19.8266  11.0562  11.9760
N  19.3450  10.6129  10.5383
C  19.8947  9.2208  10.0566
C  19.7297  11.5618  9.3493
C  18.6633  11.6385  8.3453
C  17.4265  11.0867  9.0214
C  17.8195  10.6820  10.4685
H  21.3064  10.3379  14.2746
H  20.1163  9.3334  15.0773
H  19.6695  11.0084  14.7240
H  18.5894  9.6053  13.0306
H  20.1972  9.0164  12.6750
H  20.8674  11.2837  11.7459
H  19.3841  11.9841  12.3383
H  20.9350  9.2753  10.3774
H  19.8536  9.1059  8.9735
H  19.3531  8.4120  10.5471
H  20.7104  11.2658  8.9768
H  19.8887  12.5554  9.7682
H  18.9684  10.9625  7.5465
H  18.4724  12.5785  7.8275
H  17.2211  10.1361  8.5292
H  16.5148  11.6841  9.0143
H  17.3704  9.7077  10.6613
H  17.3241  11.3704  11.1531
C  10.3609  18.2123  9.0334
C  10.5335  16.7280  8.7551
C  9.4259  15.8468  9.3916
N  9.3551  14.3847  8.8377
C  8.2941  13.7399  9.7799
C  10.7928  13.6964  8.9306
C  11.2696  13.6715  7.4994
C  10.0278  13.3491  6.7468
C  8.9320  14.1915  7.3952
H  9.6262  18.7613  8.4443
H  11.3315  18.6478  8.7958
H  10.1558  18.4838  10.0690
H  11.5322  16.3829  9.0227
H  10.6032  16.6204  7.6727
H  8.4136  16.2092  9.2128
H  9.6128  15.7383  10.4600
H  8.5473  14.0458  10.7950
H  8.3898  12.6543  9.7620
H  7.3739  14.2491  9.4936
H  10.6993  12.6624  9.2625
H  11.4382  14.1479  9.6841
H  11.9987  12.8945  7.2695
H  11.6449  14.6367  7.1593
H  9.7880  12.2973  6.9026
H  10.0727  13.5500  5.6764
H  7.9120  13.8086  7.3615
H  9.0022  15.1274  6.8409
C  11.6272  24.2793  11.8767
C  12.0154  23.2016  10.8613
C  12.1266  21.7430  11.3519
N  13.5386  21.0750  11.5245
C  14.4353  21.8962  12.4688
C  14.2537  20.7612  10.1728
C  15.1701  19.6057  10.4004
C  14.3679  18.6979  11.4220
C  13.3541  19.6121  12.0304
H  11.5870  25.2359  11.3558
H  12.3068  24.3572  12.7253
H  10.6038  24.0953  12.2036
H  12.9480  23.5276  10.4008
H  11.2999  23.2282  10.0394
H  11.6299  21.0408  10.6823
H  11.5576  21.6867  12.2799
H  13.8691  22.2565  13.3277
H  14.7470  22.7427  11.8569
H  15.3401  21.3328  12.6964
H  14.7239  21.6749  9.8094
H  13.4661  20.3140  9.5663
H  16.1378  19.8997  10.8068
H  15.4223  19.1318  9.4518
H  15.0438  18.1008  12.0341
H  13.7246  17.9735  10.9226
H  13.4559  19.6774  13.1137
H  12.3856  19.1546  11.8282
C  17.2884  15.9823  15.7074
C  16.1500  14.9648  15.9491
C  16.0598  14.0532  14.6842
N  15.1829  12.7518  14.8486
C  13.8169  13.1078  15.4278
C  15.8708  11.6611  15.7143
C  16.4319  10.7695  14.7207
C  15.4083  10.5908  13.6278
C  15.0913  12.0629  13.4128
H  17.0998  16.6050  14.8329
H  18.2099  15.4173  15.5672
H  17.3611  16.7299  16.4973
H  15.1841  15.4463  16.1013
H  16.2518  14.5200  16.9390
H  17.0722  13.7264  14.4465
H  15.6701  14.5649  13.8042
H  13.8446  13.6796  16.3554
H  13.2935  12.1587  15.5431
H  13.1952  13.5754  14.6644
H  15.1149  11.1303  16.2930
H  16.5400  12.0995  16.4546
H  16.5588  9.7493  15.0830
H  17.4161  11.1203  14.4104
H  14.4799  10.0796  13.8826
H  15.7584  10.1877  12.6775
H  14.1511  12.2545  12.8958
H  15.8493  12.4509  12.7323
C  21.1210  18.5050  7.2612
N  20.0527  18.1549  8.3227
C  18.6717  18.4843  7.7918
C  20.0685  16.6425  8.7168
C  20.4019  18.8406  9.6657
C  20.3902  20.3989  9.6494
O  21.5409  20.8294  8.9925
H  22.1217  18.2346  7.5985
H  20.9144  19.5659  7.1208
H  20.9098  17.8100  6.4485
H  18.6226  18.2011  6.7404
H  18.6829  19.5577  7.9808
H  17.9434  17.9864  8.4320
H  21.0762  16.3628  9.0238
H  19.9822  16.1835  7.7319
H  19.2268  16.3624  9.3502
H  21.3167  18.3731  10.0299
H  19.6785  18.4456  10.3789
H  20.2936  20.8028  10.6572
H  19.5739  20.9360  9.1664
H  21.6615  21.7599  9.1952
Br  17.9825  14.6944  11.5648
Br  13.0963  10.8654  10.1042
Br  12.2547  15.2351  12.5285